Here is a structure of composition C27H61Br2Cl8F3MgNO10Si in a non-equilibrium geometry from OMol25. Energies are from the ωB97M-V functional and the def2-TZVPD basis.

Geometry as XYZ:
```
114
Properties=species:S:1:pos:R:3:forces:R:3
C 3.30074 -4.55025 -1.12781 -0.48 -0.54 -0.51
C 2.59065 -4.87468 -2.52603 0.87 -0.77 -0.24
C 3.00058 -3.88835 -3.70753 0.13 -0.28 0.31
C 2.55454 -2.35966 -3.50168 -0.32 -0.32 -1.46
O 1.61289 -2.14375 -2.44163 1.53 1.66 0.27
Si 2.01168 -0.68912 -1.53625 -0.17 -1.37 0.51
C 3.47365 -1.21466 -0.36897 0.06 0.69 0.05
C 4.33918 0.05624 0.11162 1.01 -1.72 -0.54
C 5.89611 -0.37227 0.06324 -0.28 1.48 0.12
C 6.77893 0.97255 0.18053 -0.52 -0.96 0.12
C 7.19420 1.10146 1.72495 -0.64 0.83 -3.13
O 7.48469 2.44094 2.16330 0.19 -0.77 -1.13
C 8.02050 3.26703 1.11052 -0.01 1.46 0.13
C 2.54916 0.76437 -2.67465 -0.04 0.23 -0.71
C 1.69829 2.10045 -2.45387 1.85 0.00 -0.57
O 0.53489 2.01442 -3.29709 -0.42 0.73 1.74
C -0.62909 2.59241 -2.69071 -1.32 -2.02 -3.79
C -1.20604 3.85169 -3.60785 0.28 -0.17 0.37
F -1.04721 3.63929 -4.97099 -0.44 0.75 2.99
F -0.47738 5.07362 -3.21838 -1.62 -1.50 -6.46
F -2.56493 4.03534 -3.29124 2.83 -0.13 -1.35
C 0.59124 -0.14535 -0.36492 -0.56 0.06 -0.22
O -0.31896 -1.22269 -0.00659 -0.27 1.70 0.15
C -1.61031 -0.55137 0.19761 -0.60 -0.38 0.48
C -2.64774 -1.43465 1.01686 0.47 0.71 -0.37
O -3.66756 -0.50353 1.48778 0.02 -1.31 -1.13
C -4.97191 -1.10447 1.37813 -1.30 -0.53 1.34
C -5.12937 -2.33143 2.41967 -0.14 1.04 -0.55
H 4.32602 -4.08627 -1.30595 -1.35 -0.34 0.27
H 3.51059 -5.53730 -0.58673 -0.51 1.49 -0.56
H 2.60860 -3.88182 -0.52626 1.22 -0.81 -0.55
H 2.97707 -5.91119 -2.82984 -0.62 1.42 0.20
H 1.46350 -4.98288 -2.44601 1.43 0.42 0.03
H 2.64585 -4.32888 -4.70268 0.23 0.84 1.39
H 4.15038 -3.90501 -3.77739 -1.41 -0.10 0.18
H 3.51608 -1.73734 -3.39708 -1.16 -0.50 0.25
H 2.05191 -1.98233 -4.46388 0.82 -0.52 1.17
H 3.09130 -1.82825 0.51837 0.59 0.74 -1.32
H 4.15874 -1.85734 -1.00973 -0.71 0.57 1.06
H 4.13905 0.99335 -0.49177 0.26 -1.02 0.82
H 4.12883 0.32314 1.22236 -0.22 -0.64 -2.30
H 6.14534 -0.90710 -0.90966 -0.53 0.54 1.09
H 6.09647 -1.09035 0.92072 -0.11 0.76 -1.10
H 7.68679 0.85497 -0.49556 -1.10 0.46 0.91
H 6.09879 1.81842 -0.17956 1.17 -0.93 0.39
H 6.27491 0.73431 2.32334 1.28 0.58 -0.97
H 8.02169 0.35947 1.91088 -1.00 1.31 -0.75
H 8.83394 2.77874 0.49159 -1.08 0.34 0.66
H 8.49359 4.19077 1.59157 -0.67 -1.42 -0.43
H 7.15368 3.67075 0.47972 1.36 -0.66 0.48
H 3.66302 1.00165 -2.57161 -1.42 -0.30 -0.12
H 2.38151 0.41734 -3.75367 0.22 0.67 1.32
H 2.33410 2.97771 -2.81942 -0.86 -1.00 0.63
H 1.48498 2.25077 -1.35226 -0.08 -0.08 -1.29
H -0.51399 2.88886 -1.54259 0.16 -1.91 -1.23
H -1.44595 1.78128 -2.71826 0.78 1.32 0.04
H -0.04716 0.66618 -0.85101 1.07 -0.74 0.53
H 1.07538 0.29944 0.57544 -0.66 -0.35 -1.04
H -2.01427 -0.34034 -0.84592 0.28 0.08 1.35
H -1.44574 0.40829 0.80419 -0.35 -1.24 -0.94
H -3.13288 -2.20688 0.33972 0.77 0.70 0.93
H -2.10897 -1.89240 1.90359 -0.69 0.25 -1.08
H -5.25377 -1.42385 0.32491 0.67 0.37 1.01
H -5.75715 -0.33506 1.69919 1.43 -0.76 -0.52
H -4.48645 -2.07014 3.32417 -1.01 -0.47 -1.18
H -6.23452 -2.32545 2.71533 1.60 -0.37 -0.25
H -4.82874 -3.32916 1.97694 -0.37 1.18 0.56
C -5.63063 -6.81833 2.04992 0.11 0.02 -0.01
Cl -6.02413 -5.81115 3.45061 -0.06 -0.14 -0.06
Cl -5.57799 -5.84247 0.57524 -0.05 -0.10 0.07
Cl -4.09194 -7.65399 2.29766 -0.15 0.04 -0.02
H -6.41161 -7.56599 1.93703 0.12 0.14 0.03
O -5.57884 -2.33730 5.45170 0.06 -0.21 0.16
H -5.59051 -3.25901 5.16464 0.11 0.10 -0.08
H -5.17526 -2.37063 6.32970 -0.04 0.07 -0.03
Mg 4.25875 0.90396 2.89660 0.84 0.31 1.65
Br -0.65249 4.43095 -1.18025 -0.05 2.75 8.76
Br 7.65456 -0.08470 3.95462 -0.39 -1.37 3.37
C 8.41320 -3.64477 0.49277 0.12 0.13 0.50
Cl 6.81041 -4.30471 0.14768 -0.07 -0.03 -0.10
Cl 9.07333 -2.83641 -0.94134 0.00 0.01 -0.13
Cl 8.34478 -2.52940 1.85972 -0.03 -0.18 -0.23
H 9.07269 -4.46903 0.75414 -0.10 0.10 -0.16
C -8.42553 -2.44980 8.11339 0.14 -0.01 -0.18
O -7.12239 -2.80355 7.67168 -0.07 -0.08 -0.06
H -8.48785 -2.61198 9.18924 0.06 -0.01 -0.09
H -8.61649 -1.39576 7.89580 -0.19 -0.01 0.10
H -9.16887 -3.07402 7.61102 -0.16 0.09 0.13
H -7.09244 -2.65115 6.71544 0.08 0.06 0.25
N 6.02830 -2.03138 -4.28639 0.18 0.07 -0.06
H 5.91684 -1.98095 -3.26762 -0.01 -0.06 -0.02
H 5.15419 -1.74661 -4.73930 0.00 -0.06 0.08
H 6.78610 -1.40690 -4.57820 -0.03 -0.05 0.04
H 6.25433 -2.99306 -4.55737 -0.03 0.04 0.06
C -5.58135 4.08478 -1.16836 0.24 0.00 0.25
C -7.05983 4.24478 -0.87118 0.25 0.20 -0.53
O -7.41384 3.58225 0.34880 -0.18 0.10 0.29
C -7.09493 4.23678 1.47345 0.15 -0.17 -0.01
O -6.55513 5.31208 1.54245 -0.19 -0.23 -0.02
O -7.45493 3.47257 2.51604 -0.03 0.17 -0.32
C -7.08611 4.01391 3.78372 0.05 0.09 0.45
H -5.29945 3.02869 -1.15692 -0.11 0.02 -0.12
H -5.33506 4.50803 -2.14419 -0.06 -0.03 0.03
H -4.97033 4.58476 -0.41377 -0.10 0.07 -0.08
H -7.64278 3.77172 -1.66399 -0.09 -0.13 0.30
H -7.35311 5.29716 -0.84001 0.08 -0.10 0.21
H -7.44474 5.03810 3.89775 0.14 -0.06 -0.12
H -6.00202 3.97061 3.90490 -0.08 0.16 -0.04
H -7.54729 3.39850 4.55608 -0.04 -0.10 -0.28
C -2.19324 7.81416 -4.87245 0.00 -0.17 0.01
Cl -3.50299 8.96188 -4.57277 -0.03 -0.11 0.01
Cl -0.67401 8.65394 -5.22956 -0.02 -0.15 0.01
H -2.05526 7.19481 -3.98849 0.03 0.20 -0.05
H -2.45798 7.18897 -5.72284 0.04 0.20 0.04
```
Positions in Å, forces in eV/Å.

LUMO energy (eV): -6.5
HOMO (hartree): -0.310
Total charge: +1
Multiplicity: 1
Orbital gap (eV): 1.943